# 1
C2H2INO3 | wB97M-V/def2-TZVPD

The calculation puts the HOMO-LUMO gap at 10.19 eV. The value obtained for the highest occupied orbital energy is -10.59 eV. As for the spin multiplicity: 1. Its SMILES is O=C(I)C[N+](=O)[O-]. For the energy above the lowest of the compared OMol25 structures with the same formula, charge and spin, the calculation gives 97.2 kcal/mol.

The geometry in XYZ format:
```
9
C2H2INO3 wB97M-V/def2-TZVPD
C 1.24878 0.31935 0.06621
C -0.23198 -0.61289 -0.12052
N -1.25743 0.43625 0.06505
O -1.32847 1.27663 -0.78336
O 1.18006 1.47634 0.24952
O -2.01746 0.26845 0.97331
I 2.99031 -0.81100 0.19815
H -0.22350 -1.48039 0.48740
H -0.36030 -0.87274 -1.13576
```

Now the Mulliken charges, all in e: 0.334 -0.655 0.921 -0.498 -0.366 -0.565 0.091 0.411 0.327


# 2
O2 | wB97M-V/def2-TZVPD

The calculation puts the HOMO-LUMO gap at 7.46 eV. The value obtained for the highest occupied orbital energy is -12.66 eV. As for the spin multiplicity: 1. For the energy above the lowest of the compared OMol25 structures with the same formula, charge and spin, the calculation gives 104.0 kcal/mol.

The geometry in XYZ format:
```
2
O2 wB97M-V/def2-TZVPD
O 0.07314 -0.82343 0.26279
O -0.07314 0.82343 -0.26279
```

Now the Mulliken charges, all in e: 0.000 0.000


# 3
C11H20 | wB97M-V/def2-TZVPD

The calculation puts the HOMO-LUMO gap at 11.16 eV. The value obtained for the highest occupied orbital energy is -10.14 eV. As for the spin multiplicity: 1. Its SMILES is C[C@H]1CCC[C@@H]1C1CCCC1. For the energy above the lowest of the compared OMol25 structures with the same formula, charge and spin, the calculation gives 0.0 kcal/mol.

The geometry in XYZ format:
```
31
C11H20 wB97M-V/def2-TZVPD
C -1.96847 -1.17165 -1.94502
C -0.98167 -1.39822 -0.77669
C 0.05374 -2.58524 -0.94065
C 1.27916 -2.01064 -1.62209
C 1.24635 -0.49495 -1.30941
C -0.04292 -0.08539 -0.57270
H -2.55985 -0.26702 -1.69339
H -1.54219 -0.95772 -2.94025
H -2.75013 -1.97332 -2.09152
H -1.57924 -1.56461 0.13965
H 0.35438 -2.79769 0.09697
H -0.31406 -3.53394 -1.35421
H 2.21696 -2.46304 -1.30427
H 1.21749 -2.19791 -2.70658
H 2.00995 -0.23883 -0.56114
H 1.47657 0.10466 -2.19354
H -0.60732 0.75768 -0.95345
C 0.80986 2.61377 1.90579
C -0.60970 2.22800 2.29060
C -0.98133 0.94787 1.51348
C 0.25603 0.30037 0.80938
C 1.34114 1.47772 0.95531
H 0.85419 3.61525 1.41766
H 1.44318 2.70578 2.81496
H -0.65193 2.02343 3.36853
H -1.31802 3.06635 2.12920
H -1.44853 0.19312 2.14989
H -1.70376 1.22892 0.72815
H 0.62966 -0.58643 1.31694
H 1.55103 1.95191 -0.02811
H 2.31941 1.11177 1.35650
```

Now the Mulliken charges, all in e: -1.466 0.261 -0.808 -0.637 -0.933 -0.128 0.378 0.306 0.356 0.276 0.289 0.403 0.377 0.287 0.269 0.309 0.539 -0.484 -0.489 -0.996 0.141 -0.953 0.263 0.232 0.214 0.327 0.368 0.212 0.478 0.294 0.314


# 4
C2H8N2O | wB97M-V/def2-TZVPD

The calculation puts the HOMO-LUMO gap at 9.89 eV. The value obtained for the highest occupied orbital energy is -9.04 eV. As for the spin multiplicity: 1. Its SMILES is C/N=C\N.O. For the energy above the lowest of the compared OMol25 structures with the same formula, charge and spin, the calculation gives 33.3 kcal/mol.

The geometry in XYZ format:
```
13
C2H8N2O wB97M-V/def2-TZVPD
C 0.61720 0.02243 -1.79247
N -1.21821 1.13257 0.02378
C 0.07631 0.79321 0.35196
N 0.96980 0.35025 -0.43011
H 1.30329 -0.72298 -2.20827
H 0.70061 0.87708 -2.46330
H -0.34601 -0.50868 -1.78533
H -1.57767 0.87051 -0.87951
H -1.86106 0.92498 0.76154
H 0.41804 1.00388 1.35679
H 0.46508 -2.03560 0.96206
H -0.02393 -2.31066 2.39565
O -0.11611 -1.71608 1.62143
```

Now the Mulliken charges, all in e: -0.887 -0.494 0.194 -0.527 0.261 0.301 0.297 0.241 0.243 0.378 0.302 0.304 -0.616